Record 1
DFT (ωB97M-V with the def2-TZVPD basis set) results for one molecule with the formula C19H33BCl2N2O5S.

Geometry as XYZ:
```
63
Properties=species:S:1:pos:R:3:lowdin_charge:R:1
C -1.51150 -0.10905 2.96822 0.03
B -0.22689 -0.72099 2.27738 -0.46
O 0.10617 -2.01226 2.61673 0.15
C 0.72129 0.06791 1.24614 -0.17
C 2.17670 -0.30214 1.71862 -0.13
C 2.74886 -1.63485 1.25721 -0.27
C 3.83220 -2.17759 2.21639 -0.54
S 5.47942 -2.32326 1.44991 0.68
C 0.56024 1.54336 1.64149 -0.42
O 0.78482 2.01160 2.72969 0.13
N 0.14330 2.27010 0.51545 0.12
C 0.64974 1.56867 -0.68471 -0.37
N -0.07498 2.14887 -1.79912 0.14
C 0.16059 2.06710 -3.05113 -0.35
C 0.49594 3.29971 -3.83833 -0.02
C 0.06009 0.79252 -3.86722 -0.01
C 2.12061 1.98430 -0.84750 -0.57
Cl 3.33847 0.79999 -1.17805 0.76
C 2.50782 3.27166 -0.80677 -0.72
C 1.63141 4.46375 -0.56589 -0.11
Cl 4.16538 3.69708 -1.05899 0.68
C 0.30894 0.06513 -0.24642 -0.27
C 0.77262 -1.10695 -1.11367 -0.02
C -1.23364 0.00156 -0.31144 -0.16
O -1.67468 -1.33613 -0.13516 -0.09
C -2.80765 -1.65253 -0.91310 -0.25
O -3.39214 -2.79618 -0.40936 -0.07
C -4.55122 -2.62193 0.38666 -0.16
C -4.31735 -2.92424 1.86338 -0.22
O -5.05113 -4.09116 2.22635 -0.06
H -2.27766 -0.87589 3.09509 0.06
H -1.95628 0.72703 2.43170 0.06
H -1.21409 0.27173 3.94669 0.09
H -0.67872 -2.56542 2.66369 0.11
H 2.86329 0.52307 1.52956 0.11
H 2.11946 -0.35832 2.80814 0.12
H 1.96660 -2.38512 1.18964 0.10
H 3.18798 -1.57546 0.26506 0.05
H 3.55437 -3.18016 2.52698 0.06
H 3.94927 -1.53292 3.08246 0.07
H 5.08178 -2.79787 0.26759 -0.16
H -0.81669 2.56907 0.46777 0.15
H -0.14789 4.12949 -3.55399 0.09
H 1.54590 3.54097 -3.65444 0.09
H 0.38696 3.13823 -4.90924 0.07
H -0.30974 1.01475 -4.86443 0.08
H 1.04833 0.33257 -3.94256 0.10
H -0.63220 0.10834 -3.38682 0.06
H 0.77597 4.48346 -1.23314 0.06
H 2.21547 5.37392 -0.66010 0.06
H 1.26316 4.43313 0.45847 0.08
H 1.78679 -1.02832 -1.46950 0.02
H 0.72254 -2.01755 -0.52214 0.09
H 0.11467 -1.26563 -1.96452 0.07
H -1.56263 0.36948 -1.28770 0.12
H -1.71305 0.63158 0.43446 0.11
H -3.50610 -0.80762 -0.94857 0.14
H -2.48178 -1.86585 -1.93885 0.14
H -4.98632 -1.62770 0.27202 0.12
H -5.29956 -3.33379 0.03819 0.13
H -4.69306 -2.08691 2.45770 0.12
H -3.25425 -3.03721 2.08111 0.11
H -5.37998 -3.98864 3.12109 0.08
```

Results
LUMO level in Ha: 0.0074
SMILES: CB(O)[C@]1(CCCS)C(=O)N[C@@](N=C(C)C)(/C(Cl)=C(\C)Cl)[C@]1(C)COCOCCO
Calculated total energy in a.u.: -2572.84198
Gap between HOMO and LUMO in eV: 8.738

***

Record 2
DFT (ωB97M-V with the def2-TZVPD basis set) results for a 2-piece molecular cluster, C19H33ClO5 overall.

Geometry as XYZ:
```
58
Properties=species:S:1:pos:R:3:lowdin_charge:R:1
C 5.16901 -0.52866 2.74736 -0.11
O 5.54138 -1.15374 1.53658 -0.19
C 4.49790 -1.91169 0.94820 -0.24
C 3.52183 -1.06658 0.14020 -0.19
C 2.29233 -1.86468 -0.30464 -0.20
C 1.26478 -1.01390 -1.08085 -0.19
C -0.09824 -0.93053 -0.38411 -0.19
C -0.01537 -0.13744 0.92670 -0.12
C -1.33898 0.33756 1.55661 -0.35
C -2.37152 -0.76421 1.84717 -0.09
C -1.87161 -2.17651 2.22974 -0.40
C -2.09463 -2.47654 3.72431 -0.06
C -2.55381 -3.24434 1.36645 -0.08
C -0.93597 1.07694 2.83890 -0.44
O -0.85583 0.64177 3.95014 0.16
O -0.65012 2.37909 2.57282 0.05
C -1.01952 2.68500 1.21727 -0.16
C -1.98841 1.56645 0.88564 -0.61
Cl -2.44935 1.49349 -0.81979 0.69
H 5.24983 -1.22883 3.58746 0.09
H 4.14130 -0.14693 2.71590 0.08
H 5.83846 0.31662 2.91029 0.09
H 4.98964 -2.62812 0.28321 0.13
H 3.96328 -2.47923 1.72550 0.12
H 3.19810 -0.20082 0.72885 0.10
H 4.03789 -0.69210 -0.75001 0.12
H 1.81175 -2.28756 0.58435 0.10
H 2.62838 -2.69595 -0.93302 0.12
H 1.11917 -1.41325 -2.08771 0.11
H 1.65160 0.00556 -1.19427 0.11
H -0.44237 -1.94784 -0.16783 0.10
H -0.81832 -0.48260 -1.06611 0.07
H 0.66338 0.71122 0.78943 0.12
H 0.47015 -0.76800 1.67941 0.12
H -3.05272 -0.83731 0.99302 0.12
H -2.97411 -0.40059 2.68663 0.13
H -0.80061 -2.27172 2.04481 0.11
H -1.33121 -3.16888 4.09206 0.08
H -3.06022 -2.97109 3.87392 0.08
H -2.05366 -1.57329 4.33221 0.06
H -2.37425 -3.07505 0.30079 0.07
H -2.17243 -4.24165 1.60842 0.08
H -3.63234 -3.24968 1.54715 0.08
H -0.12981 2.67257 0.58024 0.12
H -1.45151 3.68405 1.17236 0.13
H -2.91002 1.76398 1.44096 0.13
O 1.06785 2.13285 -4.88046 0.13
C -0.05083 2.52870 -5.00771 -0.49
C -0.79324 3.54298 -4.15662 -0.08
C -2.25306 3.30368 -4.53424 -0.15
C -2.12341 2.78750 -5.96307 -0.15
O -0.86574 2.09240 -5.99930 0.02
H -0.44817 4.53928 -4.43793 0.13
H -0.58276 3.37605 -3.10381 0.11
H -2.88811 4.18317 -4.45349 0.12
H -2.67237 2.52376 -3.89699 0.10
H -2.08960 3.59783 -6.69459 0.13
H -2.90377 2.08679 -6.24852 0.12
```

Results
LUMO level in Ha: 0.0162
SMILES: COCCCCCC[C@@]1(CC(C)C)C(=O)OC[C@H]1Cl.O=C1CCCO1
Relative energy (zero: lowest compared OMol25 entry of this formula, charge and spin) in kJ/mol: 0.0
Calculated total energy in a.u.: -1580.16548
Gap between HOMO and LUMO in eV: 10.050

***

Record 3
DFT (ωB97M-V with the def2-TZVPD basis set) results for a 11-piece molecular cluster, C19H33F4N7O26 overall.

Geometry as XYZ:
```
89
Properties=species:S:1:pos:R:3:lowdin_charge:R:1
O 8.14324 1.48023 4.21851 0.10
C 7.30289 2.21010 3.63364 -0.49
O 6.65215 1.86481 2.53630 0.08
C 5.75721 2.81535 2.10320 -0.09
C 5.98742 3.95473 3.05485 -0.30
F 4.78610 3.97785 3.64163 0.06
O 6.90608 3.44845 3.97319 0.16
H 5.97722 2.99609 1.05104 0.14
H 4.80962 2.29132 1.97832 0.15
H 6.07225 4.98376 2.70556 0.18
O 1.88320 6.18377 -1.38979 0.12
C 0.78432 5.83195 -1.86516 -0.52
O 0.02850 6.56414 -2.69433 0.10
C -1.01591 5.75837 -3.18832 -0.07
C -0.62705 4.35406 -2.75044 -0.34
F -0.07792 3.63909 -3.73775 0.09
O 0.35674 4.58976 -1.82171 0.16
H -1.92427 6.09569 -2.68912 0.14
H -1.34857 5.83085 -4.22378 0.15
H -1.52017 3.81827 -2.42895 0.17
O 1.09138 -4.84851 -5.42079 0.09
C 0.63700 -5.26198 -6.53376 -0.47
O 0.18739 -6.52012 -6.75236 0.07
C -0.24580 -6.70474 -8.05487 -0.05
C 0.13163 -5.31271 -8.71172 -0.34
F -0.92892 -4.64420 -9.03673 0.11
O 0.52412 -4.55037 -7.64595 0.15
H 0.30354 -7.57850 -8.40539 0.13
H -1.29681 -6.98884 -8.10745 0.14
H 0.82210 -5.30578 -9.55511 0.17
O -5.43525 3.00401 4.50112 0.18
C -5.74022 3.03975 3.35445 -0.53
O -6.91971 3.58839 2.93097 0.07
C -7.21029 3.08407 1.60753 -0.07
C -5.87744 2.79889 1.08569 -0.33
F -5.41898 3.95321 0.58810 0.09
O -5.11408 2.47926 2.27375 0.13
H -7.71220 2.12270 1.71687 0.14
H -7.72995 3.70799 0.88035 0.15
H -5.90744 1.99117 0.35439 0.17
C -4.53824 -4.90187 0.24116 0.03
N -3.67740 -5.69629 -0.62409 -0.49
O -2.49571 -5.69645 -0.35729 0.07
O -4.24081 -6.38312 -1.41339 0.08
H -4.87427 -4.01461 -0.29545 0.10
H -3.84638 -4.61294 1.03233 0.10
H -5.33221 -5.55749 0.59877 0.11
C -4.61228 -0.86972 -4.80958 0.02
N -5.88859 -0.40459 -4.29088 -0.50
O -6.25656 0.62326 -4.75802 0.08
O -6.46307 -1.02213 -3.47123 0.10
H -4.59028 -1.06927 -5.88094 0.10
H -4.41238 -1.86600 -4.41515 0.09
H -3.77170 -0.23295 -4.53380 0.11
C -2.73924 -2.16679 5.93261 0.03
N -2.23342 -2.59264 7.27070 -0.42
O -2.10302 -1.63353 8.03718 0.05
O -1.89174 -3.76903 7.48625 0.05
H -3.05854 -1.12627 5.99160 0.10
H -3.54574 -2.84351 5.65030 0.09
H -1.98722 -2.46017 5.20015 0.10
C 8.25406 -1.43892 -2.88719 0.04
N 6.85849 -1.46068 -2.34247 -0.42
O 6.77507 -1.91057 -1.19634 0.05
O 5.93149 -1.23454 -3.14471 0.05
H 8.21606 -0.84931 -3.80317 0.09
H 8.53694 -2.48908 -2.95949 0.10
H 8.92990 -0.89611 -2.22636 0.10
C 0.86738 -0.76403 -0.69472 0.04
N -0.31960 -0.30928 0.06894 -0.43
O -1.41807 -0.69195 -0.34040 0.03
O -0.18331 0.31750 1.12242 0.05
H 1.60191 -1.30379 -0.09704 0.10
H 1.39538 0.13538 -1.01154 0.10
H 0.45015 -1.32167 -1.53320 0.10
C -0.59092 4.89801 5.62624 0.06
N -0.47639 6.23464 4.92592 -0.42
O -0.25440 7.25917 5.57289 0.04
O -0.41645 6.27487 3.68266 0.03
H 0.41228 4.64814 5.97157 0.10
H -0.90849 4.21267 4.84040 0.09
H -1.38276 4.99073 6.36954 0.10
C 5.27825 -3.23320 3.83087 0.04
N 4.04315 -2.56041 4.34760 -0.44
O 2.96355 -2.84860 3.82644 0.04
O 4.18141 -1.77705 5.25736 0.07
H 6.12304 -2.56725 3.65495 0.10
H 5.02742 -3.70933 2.88298 0.09
H 5.56996 -4.05196 4.48862 0.10
```

Results
LUMO level in Ha: -0.0100
SMILES: O=C1OC[C@@H](F)O1.O=C1OC[C@@H](F)O1.O=C1OC[C@@H](F)O1.O=C1OC[C@@H](F)O1.C[N+](=O)[O-].C[N+](=O)[O-].C[N+](=O)[O-].C[N+](=O)[O-].C[N+](=O)[O-].C[N+](=O)[O-].C[N+](=O)[O-]
Relative energy (zero: lowest compared OMol25 entry of this formula, charge and spin) in kJ/mol: 340.7
Calculated total energy in a.u.: -3482.00653
Gap between HOMO and LUMO in eV: 10.302